Formula: C45H44BrCoNOP2S3Te
Source: the Open Molecules 2025 dataset
Level of theory: ωB97M-V/def2-TZVPD

Geometry as XYZ:
```
99
C45H44BrCoNOP2S3Te ωB97M-V/def2-TZVPD
Co 0.7018 -1.5276 0.3545
C -6.9327 1.3331 1.4269
C -6.0152 1.0976 2.6348
C -5.9093 2.4091 3.4135
C -6.6523 0.0449 3.5524
C -4.6500 0.6044 2.1607
C -3.4621 1.2623 2.4390
C -2.2605 0.7456 1.9943
Br -0.6825 1.7003 2.4285
C -2.1379 -0.4501 1.2562
O -0.9782 -0.8966 0.8844
C -3.3607 -1.1090 0.9387
C -4.5485 -0.5656 1.4145
C -3.4871 -2.4038 0.1114
C -4.4722 -2.1653 -1.0480
C -4.0272 -3.5227 1.0152
C -2.1926 -2.9184 -0.5235
H -7.9098 1.7000 1.7538
H -7.0908 0.4144 0.8603
H -6.4945 2.0707 0.7517
H -6.9053 2.7325 3.7247
H -5.4733 3.2024 2.8031
H -5.2981 2.2933 4.3104
H -7.6349 0.3792 3.8975
H -6.0210 -0.1338 4.4247
H -6.7809 -0.9063 3.0339
H -3.4411 2.1829 3.0047
H -5.4648 -1.0988 1.1897
H -5.4738 -1.9077 -0.7031
H -4.5515 -3.0690 -1.6575
H -4.1180 -1.3533 -1.6873
H -4.9994 -3.2666 1.4402
H -3.3344 -3.7105 1.8374
H -4.1370 -4.4486 0.4440
H -1.7369 -2.1642 -1.1655
H -2.4356 -3.7881 -1.1412
H -1.4638 -3.2289 0.2225
Te 4.1006 -0.3312 -2.6695
C 5.2101 1.4681 -2.6108
C 6.3226 1.6308 -3.4320
C 7.0427 2.8119 -3.3679
N 6.7466 3.8254 -2.5545
C 5.6847 3.6578 -1.7682
C 4.8962 2.5178 -1.7594
C 2.6710 0.0326 -1.2343
P 2.7099 -0.6819 0.3780
C 2.6870 0.5962 1.6844
C 2.6500 0.1956 3.0186
C 2.6607 1.1414 4.0296
C 2.7075 2.4948 3.7183
C 2.7423 2.8982 2.3921
C 2.7318 1.9489 1.3788
C 4.3249 -1.4346 0.7463
C 5.4082 -0.5554 0.6630
C 6.6949 -0.9995 0.9111
C 6.9130 -2.3271 1.2574
C 5.8411 -3.1992 1.3542
C 4.5482 -2.7584 1.0974
P 0.9371 -0.2456 -1.4892
C -0.0095 1.3101 -1.5287
C 0.6021 2.5528 -1.6044
C -0.1622 3.7122 -1.5837
C -1.5422 3.6304 -1.4773
C -2.1613 2.3877 -1.4076
C -1.3987 1.2331 -1.4386
C 0.5498 -0.8795 -3.1570
C 0.7811 -0.0580 -4.2621
C 0.4778 -0.4972 -5.5388
C -0.0691 -1.7614 -5.7266
C -0.3099 -2.5795 -4.6350
C -0.0008 -2.1406 -3.3527
H 6.6364 0.8504 -4.1160
H 7.9108 2.9509 -4.0049
H 5.4491 4.4833 -1.1035
H 4.0478 2.4363 -1.0940
H 2.6059 -0.8602 3.2630
H 2.6211 0.8226 5.0634
H 2.7052 3.2336 4.5100
H 2.7665 3.9522 2.1437
H 2.7328 2.2498 0.3407
H 5.2437 0.4849 0.4034
H 7.5252 -0.3090 0.8338
H 7.9185 -2.6778 1.4544
H 5.9996 -4.2340 1.6295
H 3.7308 -3.4570 1.1801
H 1.6816 2.6032 -1.6782
H 0.3227 4.6791 -1.6399
H -2.1375 4.5343 -1.4410
H -3.2372 2.3189 -1.3054
H -1.8803 0.2648 -1.3598
H 1.1952 0.9328 -4.1173
H 0.6653 0.1466 -6.3888
H -0.3089 -2.1044 -6.7255
H -0.7387 -3.5637 -4.7741
H -0.1807 -2.7884 -2.5057
S 1.7609 -5.7022 1.2239
C 1.3610 -4.1422 0.9207
S 0.8706 -2.9316 2.0539
S 1.5766 -3.3075 -0.5948
```

Output
Multiplicity: 1
LUMO energy (spin up / spin down) (eV): 2.047 / 2.053
E_tot (Eh): -7973.3542
Relative energy (zero: lowest compared OMol25 entry of this formula, charge and spin) (eV): 0.064
Kohn-Sham gap (spin up / spin down) (eV): 7.0 / 7.0
E_HOMO (spin up / spin down) (eV): -4.95 / -4.95
Charge: -1

Here are the Löwdin charges for atoms 1 to 5, given in e: -0.222 -0.053 -0.562 -0.075 -0.052



Formula: C8H10BrNPd
Source: the Open Molecules 2025 dataset
Level of theory: ωB97M-V/def2-TZVPD

Geometry as XYZ:
```
21
C8H10BrNPd ωB97M-V/def2-TZVPD
C 0.0492 -1.2856 -0.8966
C -1.2579 -1.3163 -0.3212
C -1.1748 -1.9955 0.9288
C 0.1840 -2.3891 1.1250
C 0.9426 -1.9567 -0.0057
Pd 0.0435 -0.3865 0.9513
C -0.9842 1.6323 -0.1308
C 0.3207 1.9866 -0.6028
C 0.7018 2.7694 -1.6523
N 1.3618 1.2623 0.3357
H -1.9880 -2.1439 1.6295
H -2.1466 -0.8532 -0.7310
H 0.5758 -2.8654 2.0135
H 2.0151 -2.0554 -0.1283
H 0.3175 -0.8134 -1.8348
H -1.7478 1.3897 -0.8729
H 2.1567 0.9963 -0.2537
H -1.3071 2.0823 0.8127
H -0.0918 3.2137 -2.2438
H 1.7523 2.9325 -1.8615
Br 0.2774 -0.2040 3.7391
```

Output
Multiplicity: 3
LUMO energy (spin up / spin down) (eV): 6.342 / 6.231
E_tot (Eh): -3067.2726
Relative energy (zero: lowest compared OMol25 entry of this formula, charge and spin) (eV): 0.698
Kohn-Sham gap (spin up / spin down) (eV): 4.6 / 5.4
E_HOMO (spin up / spin down) (eV): 1.77 / 0.82
Charge: -2

Here are the Löwdin charges for atoms 1 to 5, given in e: -0.276 -0.284 -0.308 -0.339 -0.274



Formula: C30H26BrGeN9O5PbS
Source: the Open Molecules 2025 dataset
Level of theory: ωB97M-V/def2-TZVPD

Geometry as XYZ:
```
74
C30H26BrGeN9O5PbS ωB97M-V/def2-TZVPD
Pb -0.6692 -0.6709 -0.2674
Br -1.9606 -0.1665 7.2988
C -2.0759 -0.6447 5.4722
C -1.0134 -0.3616 4.6150
C -1.0872 -0.7113 3.2834
C -2.2201 -1.3636 2.7846
C -3.2997 -1.6045 3.6458
C -3.2270 -1.2539 4.9790
N -2.2129 -1.7479 1.4539
C -2.8091 -2.8123 1.0515
C -2.7609 -3.2385 -0.3280
C -3.3977 -4.4131 -0.7426
C -3.3050 -4.8030 -2.0673
C -2.6073 -3.9938 -2.9547
C -2.0118 -2.8382 -2.4700
N -2.0706 -2.4784 -1.1954
H -0.1227 0.1372 5.0099
H -0.2436 -0.5197 2.6164
H -4.2174 -2.0467 3.2498
H -4.0657 -1.4361 5.6513
H -3.3400 -3.4738 1.7476
H -3.9550 -5.0079 -0.0243
H -3.7798 -5.7241 -2.4062
H -2.5160 -4.2563 -4.0115
H -1.4658 -2.1635 -3.1339
O 1.2356 -2.2137 1.2201
S 2.3870 -1.4252 0.9482
O 3.5465 -1.8397 1.9338
O 2.9274 -1.4778 -0.3818
O 2.1064 0.0332 1.2757
N -3.3062 2.9355 -5.3890
C -2.5120 2.7805 -4.3346
N -2.1046 3.8552 -3.6485
N -2.0875 1.5631 -4.0768
C -1.5978 1.0305 -3.0584
N -1.1594 0.3458 -2.2077
H -3.7030 3.8397 -5.6307
H -3.6279 2.1069 -5.8808
H -2.5108 4.7679 -3.8136
H -1.5998 3.7132 -2.7796
Ge 3.5154 0.9753 0.4214
C 2.9555 1.3725 -1.4453
C 2.3215 2.6012 -1.6171
C 1.8773 2.9758 -2.8742
C 2.0600 2.1294 -3.9559
C 2.6804 0.9045 -3.7807
C 3.1345 0.5218 -2.5284
C 5.0444 -0.0406 1.1994
C 6.2676 0.5233 1.4723
C 7.2963 -0.1952 2.0902
C 7.1054 -1.5340 2.4767
C 5.9147 -2.1517 2.2621
C 4.8626 -1.4938 1.4622
H 3.3552 2.2453 1.2907
H 2.1891 3.2684 -0.7650
H 1.4010 3.9482 -3.0103
H 1.7262 2.4386 -4.9463
H 2.8244 0.2376 -4.6284
H 3.6086 -0.4488 -2.3992
H 6.4234 1.5800 1.2385
H 8.2362 0.3027 2.3150
H 7.9094 -2.0655 2.9927
H 5.6991 -3.1557 2.6263
H 4.9259 -1.9648 0.4460
N -2.2126 2.2713 2.6221
C -2.3687 1.9399 1.3303
O -1.5154 1.2075 0.7637
C -3.5086 2.4901 0.6547
C -3.7222 2.2542 -0.6879
N -3.8841 2.1095 -1.8310
C -4.3698 3.3642 1.3061
N -5.0685 4.1156 1.8544
H -2.8550 2.9102 3.0881
H -1.3884 1.9410 3.1224
```

Output
Multiplicity: 1
LUMO energy (eV): -8.829
E_tot (Eh): -7269.2440
Relative energy (zero: lowest compared OMol25 entry of this formula, charge and spin) (eV): 0.614
Kohn-Sham gap (eV): 2.5
E_HOMO (eV): -11.28
Charge: +2

Here are the Löwdin charges for atoms 1 to 5, given in e: 1.468 0.786 -0.676 -0.128 -0.054



Formula: C6H10O
Source: the Open Molecules 2025 dataset
Level of theory: ωB97M-V/def2-TZVPD

Geometry as XYZ:
```
17
C6H10O ωB97M-V/def2-TZVPD
C -0.9246 -0.9646 -0.9709
C 0.3412 -0.1497 -0.6588
C -1.5608 -0.4673 0.3156
C -0.3177 0.4098 0.7014
C 1.6766 -0.8110 -0.7229
C -0.0635 1.7785 1.1986
O -0.7070 -0.7523 1.3915
H -1.4620 -0.5085 -1.8114
H -0.5150 -2.0109 -1.0306
H 0.3065 0.8921 -1.1784
H -2.4944 -0.2912 0.5691
H 1.7893 -1.4684 -1.6675
H 1.6449 -1.6681 0.1426
H 2.5555 -0.1510 -0.4720
H -0.8229 1.9422 2.0894
H -0.3141 2.4193 0.4608
H 0.8678 1.8011 1.6434
```

Output
Multiplicity: 1
LUMO energy (eV): 1.019
E_tot (Eh): -309.7264
Relative energy (zero: lowest compared OMol25 entry of this formula, charge and spin) (eV): 3.156
Kohn-Sham gap (eV): 10.0
E_HOMO (eV): -9.02

Here are the Löwdin charges for atoms 1 to 5, given in e: -0.084 -0.341 -0.168 -0.359 -0.094